Below is 11 unconnected molecules or ions with the total composition C39H106N6O11 in a non-equilibrium geometry, with properties calculated with ωB97M-V with the def2-TZVPD basis set.

The geometry in ORCA input format:
```
! wB97M-V def2-TZVPD RIJCOSX def2/J DEFGRID3
* xyz 0 1
C -2.927 -1.938 1.345
O -1.647 -1.849 0.673
C -1.294 -0.481 0.715
C 0.124 -0.253 0.167
C 1.139 -1.166 0.741
N 0.499 1.185 0.231
H -3.685 -1.438 0.782
H -2.896 -1.589 2.348
H -3.124 -2.985 1.360
H -1.983 0.096 0.028
H -1.459 -0.036 1.715
H 0.020 -0.408 -0.909
H 1.047 -1.130 1.840
H 2.170 -1.002 0.510
H 0.982 -2.167 0.370
H 0.789 1.555 1.114
H -0.164 1.782 -0.182
C 3.991 -0.381 2.703
O 3.098 0.643 2.802
C 2.475 0.699 4.054
C 1.328 1.711 4.188
C 1.798 3.093 4.482
N 0.459 1.312 5.316
H 4.768 -0.350 3.453
H 4.403 -0.221 1.683
H 3.597 -1.409 2.898
H 2.017 -0.251 4.247
H 3.282 0.872 4.791
H 0.786 1.824 3.240
H 2.460 3.169 5.431
H 1.016 3.833 4.632
H 2.460 3.551 3.725
H -0.105 2.106 5.525
H -0.022 0.436 5.238
C 2.882 4.414 -4.492
O 2.725 3.597 -3.346
C 3.631 3.835 -2.252
C 3.022 3.517 -0.879
C 1.926 4.514 -0.523
N 4.112 3.556 0.050
H 1.875 4.442 -4.872
H 3.574 4.001 -5.225
H 3.253 5.370 -4.127
H 4.399 3.118 -2.359
H 4.113 4.833 -2.332
H 2.526 2.561 -0.952
H 1.216 4.589 -1.397
H 2.306 5.519 -0.319
H 1.315 4.274 0.358
H 3.722 3.631 1.018
H 4.655 2.723 -0.029
C -3.451 6.338 1.246
O -3.508 4.945 1.265
C -3.068 4.397 2.468
C -2.752 2.919 2.208
C -4.080 2.066 1.947
N -2.093 2.460 3.466
H -2.563 6.688 0.786
H -3.552 6.809 2.204
H -4.277 6.754 0.625
H -2.171 4.930 2.763
H -3.886 4.381 3.205
H -2.082 2.809 1.383
H -4.684 2.610 1.140
H -4.669 2.209 2.845
H -3.890 1.065 1.567
H -1.828 1.430 3.439
H -2.688 2.581 4.291
C -0.452 2.187 -3.073
O -1.083 2.955 -2.158
C -2.513 2.905 -1.957
C -3.216 3.897 -2.812
C -2.591 5.292 -2.706
N -4.670 3.853 -2.550
H 0.597 2.346 -3.051
H -0.817 2.321 -4.097
H -0.545 1.089 -2.852
H -2.838 1.862 -2.101
H -2.658 3.028 -0.899
H -3.030 3.550 -3.808
H -3.058 5.956 -3.437
H -1.502 5.128 -2.884
H -2.755 5.638 -1.675
H -4.763 4.218 -1.611
H -5.157 4.484 -3.212
C 0.170 -1.958 -3.146
O -0.384 -2.206 -4.404
C -0.982 -1.047 -4.933
C -1.457 -1.298 -6.375
C -0.334 -1.890 -7.190
N -2.042 0.010 -6.864
H -0.586 -1.862 -2.348
H 0.723 -0.978 -3.176
H 0.926 -2.708 -2.881
H -1.836 -0.762 -4.264
H -0.262 -0.220 -4.958
H -2.285 -2.008 -6.333
H 0.555 -1.259 -7.242
H -0.734 -2.128 -8.174
H -0.010 -2.797 -6.630
H -1.297 0.689 -6.957
H -2.435 -0.091 -7.798
C 2.296 -4.341 -0.828
C 3.377 -4.521 0.218
C 3.536 -5.919 0.782
O 4.598 -4.087 -0.387
H 2.475 -5.048 -1.652
H 2.404 -3.297 -1.163
H 1.237 -4.505 -0.483
H 3.110 -3.842 1.029
H 4.255 -5.986 1.538
H 3.876 -6.574 -0.047
H 2.573 -6.339 1.160
H 5.245 -3.931 0.322
C -1.797 -4.822 -1.576
C -3.207 -4.317 -1.625
C -3.280 -3.108 -2.529
O -3.956 -5.435 -2.088
H -1.193 -3.970 -1.194
H -1.352 -4.924 -2.590
H -1.693 -5.644 -0.922
H -3.511 -3.988 -0.624
H -4.237 -2.649 -2.524
H -2.936 -3.330 -3.557
H -2.550 -2.401 -2.163
H -4.904 -5.293 -2.244
C 6.227 -0.477 -3.073
C 4.990 0.048 -2.443
C 3.943 -1.009 -2.158
O 5.197 0.725 -1.170
H 6.581 -1.201 -2.388
H 6.969 0.329 -3.188
H 5.981 -0.974 -3.995
H 4.642 0.806 -3.124
H 3.702 -1.559 -3.070
H 3.027 -0.604 -1.728
H 4.385 -1.800 -1.545
H 5.945 1.320 -1.239
C -3.665 -1.373 4.941
C -2.344 -0.789 5.332
C -1.832 -1.362 6.673
O -1.355 -1.051 4.335
H -3.628 -2.438 4.872
H -3.978 -0.885 3.987
H -4.350 -1.150 5.720
H -2.515 0.300 5.422
H -0.988 -0.737 7.101
H -1.507 -2.390 6.557
H -2.641 -1.446 7.393
H -1.419 -2.002 4.096
C -0.559 -4.883 1.985
C -0.540 -4.625 3.491
C 0.705 -3.808 3.956
O -1.663 -3.789 3.864
H 0.244 -5.600 1.710
H -0.453 -3.989 1.409
H -1.477 -5.367 1.717
H -0.639 -5.541 4.039
H 0.808 -2.907 3.392
H 1.540 -4.459 3.699
H 0.713 -3.638 5.036
H -2.499 -4.289 3.678
*
```

Summary:
- LUMO level (eV) = 0.39
- frontier orbital gap (eV) = 8.91
- SMILES = COC[C@H](C)N.COC[C@H](C)N.COC[C@H](C)N.COC[C@H](C)N.COC[C@H](C)N.COC[C@H](C)N.CC(C)O.CC(C)O.CC(C)O.CC(C)O.CC(C)O

---

Below is 12 unconnected molecules or ions with the total composition C39H111N15O12 in a non-equilibrium geometry, with properties calculated with ωB97M-V with the def2-TZVPD basis set.

The geometry in ORCA input format:
```
! wB97M-V def2-TZVPD RIJCOSX def2/J DEFGRID3
* xyz -1 2
C -5.411 -0.433 5.739
C -4.110 -1.087 5.343
C -3.298 -0.372 4.221
O -3.804 -0.394 2.886
C -5.071 0.306 2.791
N -3.399 -1.420 6.565
H -5.173 0.631 5.728
H -5.754 -0.614 6.758
H -6.219 -0.608 5.028
H -4.259 -2.072 4.901
H -2.275 -0.734 4.324
H -3.302 0.679 4.509
H -5.907 -0.382 2.910
H -5.145 0.649 1.759
H -5.162 1.167 3.454
H -2.452 -1.566 6.246
H -3.582 -2.344 6.930
C -3.827 0.987 -0.786
C -5.332 0.890 -1.390
C -5.684 1.578 -2.798
O -4.803 1.197 -3.801
C -4.734 1.889 -5.005
N -5.688 -0.498 -1.401
H -3.718 0.165 -0.078
H -3.601 1.903 -0.240
H -3.061 0.879 -1.554
H -6.005 1.269 -0.621
H -5.410 2.623 -2.647
H -6.737 1.461 -3.056
H -4.155 2.802 -4.869
H -5.628 2.255 -5.511
H -4.127 1.366 -5.744
H -5.136 -1.080 -0.788
H -5.484 -0.869 -2.318
C -1.973 -3.150 -0.962
C -2.151 -4.448 -0.291
C -1.519 -5.688 -0.970
O -0.090 -5.522 -1.048
C 0.559 -6.575 -1.648
N -1.528 -4.356 1.028
H -2.465 -3.133 -1.935
H -0.943 -2.799 -1.031
H -2.441 -2.270 -0.521
H -3.197 -4.687 -0.103
H -2.008 -5.733 -1.943
H -1.679 -6.652 -0.488
H 1.609 -6.398 -1.414
H 0.426 -6.625 -2.728
H 0.353 -7.540 -1.185
H -1.688 -5.267 1.432
H -0.556 -4.453 0.768
C 3.294 -4.278 0.086
C 3.314 -3.648 -1.258
C 3.852 -4.483 -2.443
O 5.159 -4.939 -2.202
C 5.648 -6.079 -2.827
N 2.097 -3.002 -1.561
H 2.939 -5.309 0.057
H 2.735 -3.642 0.771
H 4.306 -4.319 0.489
H 3.957 -2.768 -1.239
H 3.878 -3.996 -3.418
H 3.251 -5.383 -2.573
H 5.804 -6.011 -3.903
H 5.103 -6.997 -2.608
H 6.625 -6.074 -2.342
H 1.764 -2.175 -1.086
H 1.253 -3.555 -1.579
C 1.086 -1.220 3.661
C 1.179 -1.805 5.050
C 2.085 -1.183 6.121
O 3.380 -1.521 5.631
C 4.467 -0.942 6.357
N -0.222 -1.832 5.583
H 0.405 -1.836 3.074
H 2.034 -1.339 3.135
H 0.777 -0.182 3.787
H 1.638 -2.783 4.906
H 1.872 -1.481 7.148
H 1.985 -0.098 6.136
H 4.527 0.119 6.111
H 5.410 -1.448 6.149
H 4.336 -1.080 7.430
H -0.395 -0.890 5.906
H -0.011 -2.275 6.466
C 8.262 0.795 1.589
C 6.827 1.078 2.017
C 5.741 0.707 0.964
O 4.493 0.458 1.553
C 3.638 -0.134 0.604
N 6.701 0.448 3.329
H 9.019 1.271 2.211
H 8.494 1.154 0.586
H 8.417 -0.280 1.676
H 6.641 2.131 2.227
H 6.137 -0.217 0.545
H 5.709 1.429 0.147
H 3.719 -1.220 0.658
H 3.753 0.174 -0.435
H 2.647 0.153 0.955
H 5.699 0.534 3.418
H 6.888 -0.521 3.114
C -1.222 3.316 -3.244
C -1.211 4.672 -2.564
C -2.464 5.538 -2.895
O -2.152 6.155 -4.173
C -1.571 7.456 -3.887
N -0.931 4.449 -1.089
H -1.487 3.416 -4.297
H -1.890 2.601 -2.762
H -0.199 2.952 -3.341
H -0.361 5.233 -2.950
H -2.826 6.283 -2.186
H -3.166 4.705 -2.865
H -0.611 7.334 -3.386
H -2.225 8.168 -3.383
H -1.360 7.862 -4.877
H -0.832 5.335 -0.615
H -0.046 3.986 -0.936
C -3.804 -3.116 -5.875
C -3.747 -1.903 -4.961
C -2.610 -0.967 -5.384
O -1.383 -1.545 -4.826
C -0.986 -1.113 -3.509
N -5.007 -1.191 -5.074
H -4.602 -3.720 -5.444
H -2.878 -3.686 -5.815
H -4.135 -2.957 -6.902
H -3.680 -2.243 -3.927
H -2.774 -0.066 -4.793
H -2.704 -0.654 -6.424
H -0.570 -0.105 -3.515
H -0.179 -1.754 -3.155
H -1.784 -1.193 -2.770
H -5.288 -1.052 -6.034
H -5.080 -0.361 -4.503
C 1.433 3.211 2.089
C 1.970 3.851 0.806
C 3.399 4.376 1.050
O 3.313 5.394 2.070
C 4.516 6.032 2.330
N 1.848 2.835 -0.212
H 1.832 2.238 2.374
H 0.393 2.941 1.905
H 1.448 3.834 2.984
H 1.294 4.679 0.590
H 3.767 4.948 0.198
H 4.208 3.707 1.343
H 4.387 6.501 3.306
H 4.984 6.588 1.518
H 5.166 5.192 2.576
H 2.150 3.302 -1.055
H 2.533 2.097 -0.125
C -0.200 -0.104 0.027
O 0.682 -0.476 -0.777
N -0.519 1.096 0.208
N -0.857 -0.838 0.865
H 0.047 1.814 -0.220
H -1.071 1.354 1.013
H -1.523 -0.466 1.527
H -0.686 -1.833 0.914
C 3.651 0.241 -3.611
O 4.536 0.985 -3.984
N 3.352 -0.929 -4.067
N 2.748 0.612 -2.749
H 2.629 -1.388 -3.533
H 3.830 -1.267 -4.890
H 2.632 1.590 -2.523
H 2.144 -0.143 -2.460
C -2.278 3.520 2.286
O -1.886 2.361 2.293
N -2.881 4.053 3.281
N -2.243 4.239 1.236
H -3.328 4.957 3.220
H -3.058 3.462 4.081
H -1.767 3.952 0.393
H -2.396 5.211 1.465
*
```

Summary:
- <S²> = 0.7504
- LUMO level (spin up / spin down) (eV) = 1.98 / 1.98
- frontier orbital gap (spin up / spin down) (eV) = 1.75 / 8.73

---

Below is a molecular structure, C39H27Br6F3O13 in a non-equilibrium geometry, with properties calculated with ωB97M-V with the def2-TZVPD basis set.

The geometry in ORCA input format:
```
! wB97M-V def2-TZVPD RIJCOSX def2/J DEFGRID3
* xyz 0 1
C -2.380 -4.117 -3.265
C -3.597 -4.805 -3.786
O -4.503 -3.752 -3.594
C -4.092 -2.911 -2.635
O -4.870 -2.174 -2.069
O -2.825 -3.205 -2.244
F -3.740 -5.857 -2.952
H -1.874 -3.491 -4.000
H -1.659 -4.836 -2.878
H -3.585 -5.066 -4.844
C -3.470 -1.159 0.874
C -3.604 0.315 0.913
O -2.672 0.657 1.831
C -2.399 -0.415 2.632
O -1.646 -0.446 3.552
O -3.031 -1.460 2.154
F -4.799 0.421 1.497
H -2.670 -1.529 0.232
H -4.410 -1.637 0.600
H -3.669 0.776 -0.073
C 0.812 -1.844 7.329
C 1.211 -1.036 5.954
O 2.528 -1.278 5.627
C 3.094 -1.773 6.757
O 4.305 -2.164 6.841
O 2.185 -1.742 7.847
F 1.050 0.288 6.217
H 0.563 -2.846 6.979
H 0.005 -1.545 7.998
H 0.430 -1.288 5.236
C 6.383 1.203 -0.728
C 5.907 2.163 -1.589
C 4.778 2.775 -1.352
C 3.972 2.409 -0.289
C 4.359 1.417 0.515
C 5.584 0.762 0.280
C 3.517 0.876 1.629
O 3.943 -0.018 2.304
C 2.184 1.630 1.896
C 1.329 1.386 2.963
C 0.117 2.145 3.132
C -0.094 3.170 2.284
C 0.765 3.581 1.319
C 1.878 2.796 1.102
C 2.781 3.297 -0.033
O 2.532 4.184 -0.873
H 7.421 0.910 -0.771
H 6.589 2.619 -2.292
H 4.634 3.619 -2.011
H 5.958 -0.090 0.829
H 1.718 0.535 3.503
H -0.696 1.867 3.786
H -0.937 3.788 2.554
H 0.550 4.377 0.621
C 2.582 -1.828 -0.090
C 1.237 -1.898 0.423
C 0.294 -1.122 -0.168
C 0.581 -0.352 -1.301
C 1.844 -0.476 -1.935
C 2.781 -1.282 -1.386
C 2.244 0.394 -3.126
O 3.383 0.402 -3.556
C 1.127 1.137 -3.813
C 1.410 1.925 -4.871
C 0.362 2.585 -5.549
C -0.903 2.496 -5.164
C -1.249 1.813 -4.006
C -0.209 1.176 -3.303
C -0.498 0.554 -1.947
O -1.629 0.566 -1.487
H 3.458 -2.313 0.316
H 0.911 -2.566 1.207
H -0.713 -1.263 0.196
H 3.772 -1.327 -1.811
H 2.403 2.153 -5.227
H 0.541 2.959 -6.546
H -1.662 2.899 -5.818
H -2.299 1.726 -3.769
C -6.186 -4.880 1.198
Br -8.119 -4.711 1.219
Br -5.519 -5.936 -0.420
Br -5.582 -5.814 2.823
H -5.853 -3.843 1.136
C -2.926 5.185 -2.020
Br -3.767 5.207 -3.873
Br -0.865 5.435 -2.113
Br -3.403 3.478 -1.178
H -3.406 6.043 -1.549
*
```

Summary:
- LUMO level (eV) = -1.16
- frontier orbital gap (eV) = 8.31